Entry 1:
A 3-piece molecular cluster, C4H10O2 overall, computed with ωB97M-V with the def2-TZVPD basis set.

Atoms and positions in Å:
C: -1.77 0.89 -1.21
C: -0.67 0.80 -0.47
C: -0.69 0.69 1.02
C: 0.45 0.85 1.78
H: -2.75 0.87 -0.71
H: -1.70 1.08 -2.30
H: 0.33 0.76 -0.94
H: -1.62 0.49 1.50
H: 0.24 0.63 2.86
H: 1.41 1.11 1.36
O: 2.34 -0.36 -0.90
H: 2.50 -0.42 -1.94
H: 1.74 -1.07 -0.72
O: 0.27 -2.21 -0.11
H: 0.39 -2.64 0.75
H: -0.47 -1.46 0.04

* LUMO: 0.0292 Ha
* energy: -8403.415 eV
* SMILES: C=CC=C.O.O
* spin multiplicity: 1
* Kohn-Sham gap: 9.84 eV
* highest occupied orbital energy: -9.05 eV


Entry 2:
C39H53GeNO4S3V as an isolated structure, computed with ωB97M-V with the def2-TZVPD basis set.

Atoms and positions in Å:
V: 1.37 0.02 0.38
C: 4.57 1.25 2.82
O: 3.79 1.28 1.64
C: 4.46 1.89 0.55
C: 3.43 2.58 -0.31
O: 2.44 1.68 -0.83
C: 2.88 1.07 -2.06
C: 1.75 0.23 -2.56
O: 1.42 -0.70 -1.52
C: 0.96 -1.95 -2.08
H: 4.91 2.25 3.09
H: 5.45 0.60 2.70
H: 3.94 0.87 3.62
H: 5.02 1.14 -0.02
H: 5.18 2.64 0.90
H: 3.92 3.09 -1.15
H: 2.89 3.33 0.26
H: 3.77 0.45 -1.86
H: 3.14 1.84 -2.79
H: 2.05 -0.30 -3.46
H: 0.87 0.84 -2.78
H: 0.13 -1.76 -2.76
H: 0.64 -2.57 -1.26
H: 1.79 -2.42 -2.61
O: 1.11 1.34 2.38
C: 1.58 2.67 2.71
C: 0.71 3.83 2.21
C: -0.20 3.53 1.00
C: -1.34 2.67 1.48
C: -2.23 3.18 2.41
C: -3.06 2.35 3.15
C: -2.93 0.98 2.97
C: -2.10 0.53 1.97
N: -1.38 1.35 1.19
H: 0.47 1.06 3.04
H: 2.57 2.72 2.27
H: 1.70 2.73 3.79
H: 1.38 4.66 1.96
H: 0.08 4.19 3.03
H: 0.36 3.06 0.20
H: -0.59 4.48 0.62
H: -2.23 4.25 2.58
H: -3.76 2.76 3.86
H: -3.50 0.27 3.56
H: -2.00 -0.52 1.73
C: 1.41 -4.62 1.61
C: 0.39 -3.56 1.98
S: 0.87 -1.80 2.01
C: 2.39 -1.80 2.98
C: 3.68 -2.16 2.23
S: 3.72 -1.55 0.52
C: 4.22 -3.00 -0.46
C: 3.70 -4.38 -0.09
S: 1.91 -4.63 -0.13
H: 0.93 -5.58 1.79
H: 2.29 -4.60 2.25
H: 0.02 -3.76 2.99
H: -0.46 -3.60 1.30
H: 2.26 -2.46 3.84
H: 2.45 -0.78 3.36
H: 3.81 -3.24 2.19
H: 4.53 -1.75 2.77
H: 5.31 -3.02 -0.45
H: 3.92 -2.74 -1.48
H: 4.10 -4.73 0.86
H: 4.10 -5.07 -0.84
C: -0.70 0.74 0.02
Ge: -2.24 0.12 -1.19
C: -4.00 0.42 -0.36
C: -4.82 1.46 -0.79
C: -6.11 1.61 -0.30
C: -6.62 0.70 0.62
C: -5.83 -0.37 1.02
C: -4.54 -0.50 0.53
C: -2.36 -1.74 -1.73
C: -2.20 -2.74 -0.77
C: -2.39 -4.08 -1.08
C: -2.77 -4.44 -2.37
C: -2.96 -3.46 -3.33
C: -2.77 -2.12 -3.01
C: -1.95 1.37 -2.68
C: -1.47 0.97 -3.93
C: -1.21 1.90 -4.93
C: -1.41 3.25 -4.70
C: -1.87 3.67 -3.45
C: -2.13 2.74 -2.46
H: -0.40 1.57 -0.62
H: -4.47 2.17 -1.54
H: -6.73 2.43 -0.65
H: -7.62 0.81 1.00
H: -6.23 -1.10 1.71
H: -3.97 -1.38 0.84
H: -1.91 -2.47 0.24
H: -2.27 -4.84 -0.32
H: -2.92 -5.48 -2.62
H: -3.28 -3.73 -4.33
H: -2.96 -1.37 -3.77
H: -1.30 -0.08 -4.14
H: -0.85 1.56 -5.89
H: -1.23 3.97 -5.48
H: -2.03 4.72 -3.26
H: -2.46 3.09 -1.49

* LUMO (spin up / spin down): -0.1803 / -0.1793 Ha
* energy: -165676.921 eV
* net charge: +2
* spin multiplicity: 2
* Kohn-Sham gap (spin up / spin down): 7.61 / 7.20 eV
* highest occupied orbital energy (spin up / spin down): -12.52 / -12.08 eV


Entry 3:
A 2-piece molecular cluster, C4H7N2 overall, computed with ωB97M-V with the def2-TZVPD basis set.

Atoms and positions in Å:
C: -3.11 -2.95 1.47
C: 0.08 0.31 -0.49
C: 2.12 1.37 -0.23
C: 0.91 1.13 -1.15
N: -2.33 -2.13 1.22
N: -0.64 -0.37 0.11
H: -3.86 -3.64 1.59
H: -1.42 -0.84 0.71
H: 2.68 0.47 0.00
H: 2.89 2.09 -0.58
H: 1.59 1.71 0.63
H: 0.23 2.06 -1.11
H: 0.86 0.80 -2.16

* LUMO: -0.1217 Ha
* energy: -7232.658 eV
* net charge: +1
* spin multiplicity: 1
* Kohn-Sham gap: 13.66 eV
* highest occupied orbital energy: -16.97 eV


Entry 4:
A 3-piece molecular cluster, C24H43BO13P2 overall, computed with ωB97M-V with the def2-TZVPD basis set.

Atoms and positions in Å:
C: -1.68 5.63 3.18
B: -1.55 4.10 3.54
O: -0.56 3.73 4.42
C: -2.54 2.97 2.98
O: -3.62 3.79 2.37
C: -3.35 3.93 1.06
O: -3.91 4.67 0.30
O: -2.31 3.12 0.68
C: -2.23 2.16 1.74
C: -1.20 1.06 1.65
C: 0.25 1.50 1.51
O: 0.71 1.67 0.40
C: 1.09 1.67 2.73
C: 2.18 2.53 2.63
C: 2.97 2.75 3.74
C: 2.67 2.12 4.95
C: 1.61 1.24 5.03
C: 0.81 1.01 3.92
H: -1.74 5.78 2.10
H: -0.89 6.23 3.62
H: -2.63 5.97 3.61
H: -0.39 4.48 5.00
H: -3.01 2.43 3.80
H: -3.17 1.60 1.59
H: -1.43 0.49 0.75
H: -1.34 0.35 2.47
H: 2.42 3.02 1.70
H: 3.81 3.43 3.70
H: 3.26 2.30 5.83
H: 1.36 0.74 5.95
H: -0.01 0.32 4.03
C: 3.43 2.14 -1.73
C: 4.23 1.40 -2.79
O: 3.37 0.81 -3.76
P: 2.82 1.68 -5.00
O: 3.92 2.46 -5.57
O: 2.54 0.50 -6.07
C: 3.07 0.55 -7.39
C: 4.31 -0.30 -7.51
O: 1.26 1.73 -4.61
C: 0.65 2.90 -4.03
C: 1.16 4.20 -4.62
H: 2.95 3.03 -2.15
H: 4.08 2.46 -0.91
H: 2.64 1.50 -1.32
H: 4.95 2.08 -3.26
H: 4.79 0.59 -2.33
H: 3.27 1.58 -7.69
H: 2.29 0.17 -8.06
H: 5.07 0.02 -6.79
H: 4.74 -0.23 -8.51
H: 4.08 -1.34 -7.30
H: 0.79 2.88 -2.94
H: -0.42 2.81 -4.21
H: 2.21 4.36 -4.36
H: 0.59 5.04 -4.24
H: 1.09 4.18 -5.71
C: -1.90 -3.79 -1.53
C: -0.87 -4.18 -0.49
O: -1.39 -4.07 0.84
P: -2.25 -5.28 1.49
O: -1.46 -6.52 1.31
O: -1.98 -4.96 3.07
C: -1.50 -5.96 3.96
C: -0.01 -5.81 4.18
O: -3.66 -4.48 1.62
C: -4.75 -4.72 0.71
C: -4.90 -6.19 0.33
H: -2.71 -4.52 -1.58
H: -1.44 -3.73 -2.52
H: -2.33 -2.81 -1.29
H: -0.51 -5.20 -0.67
H: -0.01 -3.51 -0.54
H: -1.74 -6.96 3.60
H: -2.03 -5.82 4.90
H: 0.53 -5.86 3.24
H: 0.36 -6.59 4.85
H: 0.20 -4.84 4.63
H: -4.62 -4.11 -0.19
H: -5.65 -4.38 1.21
H: -4.05 -6.53 -0.26
H: -5.80 -6.34 -0.25
H: -4.95 -6.81 1.23

* LUMO: 0.0006 Ha
* energy: -71461.445 eV
* SMILES: CB(O)[C@H]1OC(=O)O[C@H]1CC(=O)c1ccccc1.CCOP(=O)(OCC)OCC.CCOP(=O)(OCC)OCC
* spin multiplicity: 1
* Kohn-Sham gap: 9.81 eV
* highest occupied orbital energy: -9.79 eV


Entry 5:
A single C8H15BO2 molecule, computed with ωB97M-V with the def2-TZVPD basis set.

Atoms and positions in Å:
C: -1.11 -2.70 0.10
C: -0.98 -1.39 0.44
C: -0.55 -0.42 -0.58
B: 0.97 -0.17 -0.39
O: 1.54 -0.33 0.88
C: 2.93 -0.36 0.81
C: 3.30 -0.05 -0.63
O: 2.08 0.05 -1.25
C: -1.23 1.12 -0.50
C: -1.04 1.72 0.88
C: -2.83 1.07 -0.68
H: -1.18 -3.39 0.88
H: -0.83 -3.10 -0.89
H: -1.22 -1.08 1.40
H: -0.66 -0.83 -1.56
H: 3.19 -1.31 1.26
H: 3.20 0.38 1.59
H: 3.86 0.85 -0.72
H: 3.89 -0.85 -1.02
H: -0.80 1.60 -1.32
H: -1.84 1.65 1.69
H: -1.12 2.85 0.79
H: 0.05 1.59 1.15
H: -3.11 2.11 -0.89
H: -3.39 0.56 0.12
H: -3.13 0.41 -1.54

* LUMO: 0.0281 Ha
* energy: -13310.718 eV
* SMILES: C=C[C@H](B1OCCO1)C(C)C
* spin multiplicity: 1
* Kohn-Sham gap: 9.81 eV
* highest occupied orbital energy: -9.04 eV


Entry 6:
A 2-piece molecular cluster, C4H10NO3 overall, computed with ωB97M-V with the def2-TZVPD basis set.

Atoms and positions in Å:
C: -1.30 -0.74 -0.47
O: -1.66 0.47 0.17
C: -0.32 -0.51 -1.62
C: -0.72 0.62 -2.56
H: -2.22 -1.20 -0.86
H: -0.79 -1.38 0.26
H: -0.20 -1.44 -2.19
H: 0.65 -0.30 -1.16
H: 0.06 0.81 -3.30
H: -0.83 1.54 -1.98
H: -1.71 0.45 -3.00
N: 1.93 0.16 3.35
C: 1.29 0.08 2.09
O: 0.36 0.90 1.90
O: 1.69 -0.83 1.34
H: 1.91 1.05 3.80
H: 2.78 -0.35 3.41
H: -0.92 0.67 0.81

* LUMO: 0.1501 Ha
* energy: -11945.195 eV
* net charge: -1
* spin multiplicity: 1
* Kohn-Sham gap: 8.69 eV
* highest occupied orbital energy: -4.60 eV


Entry 7:
A single C4H9NO2 molecule, computed with ωB97M-V with the def2-TZVPD basis set.

Atoms and positions in Å:
C: -0.36 0.27 -2.03
C: -0.42 0.49 -0.53
C: -0.99 -0.63 0.39
O: -2.33 -0.27 0.76
N: 0.88 0.95 0.01
C: 1.84 0.18 0.61
O: 1.71 -0.93 1.07
H: -0.89 1.08 -2.53
H: -0.81 -0.70 -2.26
H: 0.65 0.23 -2.44
H: -1.17 1.25 -0.33
H: -0.78 -1.58 -0.11
H: -0.47 -0.64 1.34
H: -2.95 -0.81 0.25
H: 1.37 1.65 -0.53
H: 2.81 0.69 0.66

* LUMO: 0.0291 Ha
* energy: -9878.396 eV
* SMILES: C[C@@H](CO)NC=O
* spin multiplicity: 1
* Kohn-Sham gap: 10.57 eV
* highest occupied orbital energy: -9.78 eV


Entry 8:
A 2-piece molecular cluster, CH2BrCl2P overall, computed with ωB97M-V with the def2-TZVPD basis set.

Atoms and positions in Å:
C: 1.52 -0.17 0.43
P: 1.96 -1.74 -0.42
Cl: 2.09 -3.07 1.13
Cl: -0.07 -2.24 -0.68
Br: 1.54 1.53 -1.82
H: 0.53 -0.10 0.62
H: 2.18 0.20 1.25

* LUMO (spin up / spin down): -0.1092 / -0.1092 Ha
* energy: -105444.269 eV
* spin multiplicity: 1
* Kohn-Sham gap (spin up / spin down): 7.36 / 7.37 eV
* highest occupied orbital energy (spin up / spin down): -10.34 / -10.34 eV


Energy relative to the best compared isomer or geometry (same formula, charge and spin), record by record: 2.132 0.693 3.080 0.000 2.031 0.201 1.665 2.381 eV